No. 1
The following is a DFT calculation (ωB97M-V with the def2-TZVPD basis set) of a cluster of 8 separate species, C24H24F8O24 in total in a non-equilibrium geometry.

## Properties
Gap between HOMO and LUMO, eV: 10.78
Multiplicity: 1
SMILES string: O=C1OC[C@@H](F)O1.O=C1OC[C@@H](F)O1.O=C1OC[C@@H](F)O1.O=C1OC[C@@H](F)O1.O=C1OC[C@@H](F)O1.O=C1OC[C@@H](F)O1.O=C1OC[C@@H](F)O1.O=C1OC[C@@H](F)O1
Charge: 0
Energy relative to the best compared isomer or geometry (same formula, charge and spin), kcal/mol: 23.6

Structure (XYZ):
```
80
Properties=species:S:1:pos:R:3:forces:R:3:lowdin_charge:R:1
O -1.724314 0.870301 -0.678403 0.15 0.33 0.45 0.16
C -1.224900 0.158203 0.139468 -0.96 -1.10 -1.17 -0.54
O -1.914380 -0.737189 0.879464 -0.14 0.74 0.68 0.11
C -1.017349 -1.205037 1.873987 0.70 -0.85 0.55 -0.05
C 0.297546 -1.135024 1.154674 0.43 0.37 0.13 -0.27
F 0.603209 -2.198467 0.346832 -0.25 -0.07 0.23 0.07
O 0.100504 -0.028384 0.287061 0.56 0.19 0.50 0.13
H -0.937237 -0.550415 2.748588 -0.30 0.38 -0.27 0.15
H -1.211080 -2.192881 2.294407 -0.45 0.08 -0.86 0.11
H 1.113412 -0.973386 1.860224 0.11 0.20 -0.58 0.15
O -2.834033 -2.644846 -1.287815 -0.10 -0.51 0.10 0.20
C -2.322225 -2.151008 -2.226997 -0.25 0.26 0.00 -0.54
O -1.109309 -2.479366 -2.750461 0.16 -0.24 0.55 0.08
C -0.646199 -1.308490 -3.377943 0.08 1.57 -0.43 -0.08
C -1.934903 -0.706302 -3.909778 0.28 -0.18 0.03 -0.28
F -2.275156 -1.245708 -5.121360 -0.19 -0.11 0.11 0.07
O -2.873337 -1.104810 -2.916019 0.83 0.21 -0.81 0.13
H -0.252685 -0.574230 -2.661653 -0.01 -0.30 0.28 0.13
H 0.145776 -1.427153 -4.113115 -0.28 -0.66 -0.16 0.14
H -1.872492 0.373526 -4.051049 -0.38 -0.04 0.32 0.16
O 2.664366 -0.533602 -3.220355 0.84 -0.03 0.85 0.16
C 2.908036 -1.584823 -2.704995 -1.34 0.25 -2.03 -0.55
O 2.781977 -2.741942 -3.428213 0.12 -0.28 0.80 0.07
C 2.483937 -3.746195 -2.455041 -0.70 -0.76 -0.21 -0.06
C 3.121647 -3.236976 -1.203387 -0.09 -0.02 0.96 -0.30
F 4.390059 -3.684224 -0.959958 0.15 0.07 -0.44 0.06
O 3.151516 -1.838650 -1.418528 0.27 -0.04 0.49 0.15
H 1.401539 -3.802210 -2.289746 -0.02 0.38 -0.04 0.14
H 2.737857 -4.765384 -2.739214 0.69 0.28 -0.25 0.15
H 2.550792 -3.457834 -0.303114 -0.05 0.21 -0.03 0.16
O 1.105759 3.017150 4.127868 -0.22 0.47 0.35 0.17
C 0.964240 3.349358 3.001687 0.32 -0.66 -0.77 -0.55
O 0.355866 2.601035 2.062151 -0.36 -0.20 0.09 0.06
C 0.484955 3.182932 0.758832 0.59 0.62 0.87 -0.05
C 1.256278 4.481587 1.042844 -0.46 -0.14 0.05 -0.29
F 0.493711 5.592881 0.776935 0.22 -0.23 -0.11 0.06
O 1.498480 4.452659 2.419783 0.37 0.29 0.26 0.14
H 1.110086 2.533686 0.157378 -0.54 -0.22 -0.30 0.12
H -0.507862 3.415177 0.389515 0.09 -0.30 -0.44 0.14
H 2.199092 4.541582 0.497362 -0.11 0.36 0.08 0.17
O 1.730100 -3.389258 2.962946 -0.37 0.19 0.02 0.19
C 2.132269 -2.541897 3.690308 0.71 -1.11 -0.23 -0.57
O 3.390844 -2.543016 4.184391 -0.24 0.26 0.64 0.08
C 3.638749 -1.289368 4.853108 -0.36 -0.52 -0.41 -0.03
C 2.242227 -0.665962 4.926237 1.01 0.72 -1.26 -0.27
F 2.264297 0.531566 4.273997 -0.13 0.16 0.59 0.07
O 1.414059 -1.490348 4.135651 0.09 -0.07 0.96 0.11
H 4.015148 -1.367478 5.871649 0.33 -0.63 -0.22 0.14
H 4.345537 -0.793790 4.193152 -0.15 0.66 0.31 0.14
H 1.939495 -0.559972 5.965570 -0.74 0.21 -0.24 0.17
O 0.176773 2.509775 -2.146878 0.35 -0.20 0.02 0.16
C 0.556914 3.346729 -2.894306 -0.80 0.03 0.59 -0.54
O 0.358050 3.328418 -4.210216 -0.30 0.33 -0.78 0.10
C 0.715385 4.591256 -4.760428 0.62 0.79 0.09 -0.04
C 1.478339 5.252892 -3.617410 0.35 0.99 -0.96 -0.31
F 1.044253 6.549875 -3.472140 -0.20 -0.27 0.29 0.05
O 1.154017 4.504861 -2.487729 0.52 -0.11 -0.29 0.15
H 1.300946 4.490628 -5.669586 0.14 -0.40 0.12 0.14
H -0.079519 5.304950 -4.992103 -0.69 -0.74 0.12 0.15
H 2.542822 5.363868 -3.831104 0.13 -0.42 0.60 0.17
O -4.770162 1.298286 -5.334195 0.03 0.06 0.13 0.19
C -4.346122 1.837729 -4.371252 0.67 0.90 -0.10 -0.55
O -3.566948 2.960128 -4.349791 0.27 -0.16 -0.45 0.06
C -3.061603 3.133573 -3.012809 -0.65 -0.15 -0.26 -0.05
C -4.168039 2.456016 -2.213918 1.56 1.15 0.02 -0.29
F -5.203952 3.344768 -2.016974 -0.18 -0.42 -0.16 0.05
O -4.513058 1.437618 -3.094123 -1.21 -0.78 1.12 0.14
H -2.132732 2.575609 -2.885079 0.04 0.12 0.01 0.10
H -2.944186 4.192474 -2.804942 -0.04 0.02 -0.01 0.14
H -3.789149 2.158155 -1.235618 -0.50 -0.77 -0.24 0.16
O -1.691263 -4.368745 2.471061 -0.01 -0.08 0.13 0.20
C -1.503057 -4.342008 3.640237 0.03 0.48 -0.83 -0.56
O -1.115741 -3.243305 4.321437 -0.35 0.14 0.49 0.05
C -0.899452 -3.601739 5.677511 1.18 0.22 0.45 -0.06
C -1.498151 -4.997443 5.800466 -0.70 0.63 -0.15 -0.27
F -2.774239 -4.934704 6.317075 0.20 0.07 0.18 0.05
O -1.629986 -5.388547 4.465565 0.26 -1.00 0.60 0.16
H 0.182585 -3.592763 5.852244 0.02 -0.45 -0.14 0.13
H -1.253618 -2.861508 6.393394 -0.74 -0.10 -0.31 0.14
H -0.945013 -5.712861 6.402686 0.08 -0.10 -0.25 0.17
```
Positions in Å, forces in eV/Å.

No. 2
The following is a DFT calculation (ωB97M-V with the def2-TZVPD basis set) of the ion C6H10 with charge +1 in a non-equilibrium geometry.

## Properties
Gap between HOMO and LUMO (spin up / spin down), eV: 9.52 / 8.09
Multiplicity: 2
Charge: +1
Energy relative to the best compared isomer or geometry (same formula, charge and spin), kcal/mol: 20.4

Structure (XYZ):
```
16
Properties=species:S:1:pos:R:3:forces:R:3:lowdin_spin:R:1
C 0.498860 0.683397 1.619244 -1.04 1.05 0.70 0.03
C 0.713364 -0.133017 0.318434 2.08 1.94 2.74 0.23
C -0.166603 -0.269240 -0.700441 -4.41 0.12 -1.68 0.20
C -1.548018 0.269399 -0.575781 1.89 -0.11 -1.70 0.06
C -2.517857 -0.054472 -1.524003 -1.98 -1.25 1.33 0.35
C 2.117383 -0.521046 0.080105 -0.72 -3.67 0.77 0.05
H 0.232841 1.811020 1.380283 0.63 -2.18 0.14 0.02
H -0.314446 0.400879 2.400960 1.11 -0.03 -1.79 0.01
H 1.448642 0.686074 2.195038 -0.67 0.09 -0.50 0.00
H 0.066514 -0.819927 -1.654698 -0.08 0.49 1.25 0.00
H -1.699799 1.089435 0.139228 -0.26 -0.78 -0.01 0.00
H -2.430221 -0.859590 -2.269264 0.77 0.62 0.15 0.01
H -3.650874 0.104549 -1.363405 2.11 0.63 -0.12 0.01
H 2.861430 -0.299446 0.866881 -0.42 0.40 -0.91 0.00
H 2.102222 -1.723805 0.050815 -0.05 2.11 0.23 0.03
H 2.286564 -0.364203 -0.963393 1.03 0.57 -0.58 0.01
```
Positions in Å, forces in eV/Å.